C39H72F6N2O14P2 | ωB97M-V/def2-TZVPD

Last columns: bonded neighbours and bond lengths (Å).
Cartesian coordinates (Å):
1 C -0.559 -3.143 -1.838  C2 1.212, H42 1.118
2 C 0.333 -2.329 -1.949  C1 1.212, C3 1.543
3 C 1.225 -1.075 -2.045  C2 1.543, C4 1.617, H43 1.122, H44 1.135
4 C 0.651 0.061 -3.042  C3 1.617, C5 1.635, C16 1.581, O23 1.412
5 C 0.662 -0.736 -4.469  C4 1.635, C6 1.584, H45 1.139, H46 1.129
6 C -0.754 -1.326 -4.866  C5 1.584, C7 1.603, H47 1.124, H48 1.143
7 C -1.639 -0.323 -5.749  C6 1.603, C8 1.582, H49 1.128, H50 1.141
8 C -2.716 -1.069 -6.635  C7 1.582, C9 1.598, H51 1.137, H52 1.126
9 C -3.873 -1.593 -5.665  C8 1.598, C10 1.591, H53 1.126, H54 1.135
10 C -3.995 -3.174 -5.793  C9 1.591, O11 1.451, H55 1.123, H56 1.125
11 O -3.411 -3.790 -4.617  C10 1.451, C12 1.382
12 C -4.318 -3.886 -3.578  O11 1.382, O13 1.216, C14 1.563
13 O -5.338 -3.230 -3.483  C12 1.216
14 C -4.018 -4.924 -2.449  C12 1.563, C15 1.370, H57 1.119
15 C -3.099 -5.932 -2.577  C14 1.370, H58 1.128, H59 1.119
16 C 1.686 1.233 -3.276  C4 1.581, C17 1.576, H60 1.134, H61 1.138
17 C 2.636 1.637 -2.085  C16 1.576, O18 1.447, C19 1.601, H62 1.120
18 O 2.533 3.047 -1.776  C17 1.447, H63 0.974
19 C 4.160 1.416 -2.523  C17 1.601, F20 1.426, F21 1.428, F22 1.376
20 F 4.370 0.068 -2.939  C19 1.426
21 F 4.961 1.574 -1.350  C19 1.428
22 F 4.574 2.289 -3.502  C19 1.376
23 O -0.717 0.374 -2.886  C4 1.412, C24 1.398
24 C -1.163 1.267 -1.907  O23 1.398, C25 1.571, C33 1.618, C38 1.614
25 C -0.586 1.183 -0.449  C24 1.571, C26 1.589, H64 1.137, H65 1.136
26 C -0.870 -0.152 0.363  C25 1.589, N27 1.512, H66 1.141, H67 1.122
27 N -1.678 0.197 1.593  C26 1.512, C28 1.499, C30 1.470
28 C -0.792 0.094 2.798  N27 1.499, C29 1.581, H68 1.140, H69 1.135
29 C 0.314 1.222 2.857  C28 1.581, H70 1.138, H71 1.131, H72 1.137
30 C -2.753 -0.789 1.766  N27 1.470, C31 1.586, O32 1.215
31 C -2.516 -2.356 1.831  C30 1.586, H73 1.128, H74 1.134, H75 1.131
32 O -3.896 -0.381 1.827  C30 1.215
33 C -1.075 2.824 -2.337  C24 1.618, N34 1.464, O35 1.437, H76 1.143
34 N -1.204 3.036 -3.780  C33 1.464, H77 1.019, H78 1.019
35 O -1.915 3.665 -1.530  C33 1.437, C36 1.432
36 C -2.011 5.010 -2.009  O35 1.432, C37 1.587, H79 1.138, H80 1.136
37 C -0.631 5.778 -2.162  C36 1.587, H81 1.124, H82 1.123, H83 1.139
38 C -2.745 0.973 -1.785  C24 1.614, F39 1.391, F40 1.411, F41 1.371
39 F -3.488 1.563 -2.803  C38 1.391
40 F -3.021 -0.407 -1.893  C38 1.411
41 F -3.301 1.376 -0.598  C38 1.371
42 H -1.297 -3.905 -1.483  C1 1.118
43 H 1.426 -0.701 -1.006  C3 1.122
44 H 2.231 -1.362 -2.487  C3 1.135
45 H 0.945 -0.034 -5.320  C5 1.139
46 H 1.429 -1.564 -4.464  C5 1.129
47 H -1.332 -1.781 -4.016  C6 1.124
48 H -0.538 -2.195 -5.576  C6 1.143
49 H -2.094 0.487 -5.110  C7 1.128
50 H -0.933 0.214 -6.466  C7 1.141
51 H -3.135 -0.317 -7.378  C8 1.137
52 H -2.213 -1.867 -7.249  C8 1.126
53 H -4.837 -1.087 -5.951  C9 1.126
54 H -3.586 -1.290 -4.610  C9 1.135
55 H -3.425 -3.550 -6.685  C10 1.123
56 H -5.082 -3.418 -5.953  C10 1.125
57 H -4.611 -4.844 -1.504  C14 1.119
58 H -3.186 -6.819 -1.885  C15 1.128
59 H -2.297 -5.957 -3.357  C15 1.119
60 H 1.226 2.194 -3.665  C16 1.134
61 H 2.390 0.923 -4.116  C16 1.138
62 H 2.527 1.080 -1.119  C17 1.120
63 H 3.414 3.452 -1.677  O18 0.974
64 H 0.532 1.377 -0.367  C25 1.137
65 H -1.047 2.025 0.159  C25 1.136
66 H 0.124 -0.536 0.772  C26 1.141
67 H -1.306 -0.999 -0.230  C26 1.122
68 H -0.253 -0.909 2.850  C28 1.140
69 H -1.386 0.164 3.763  C28 1.135
70 H 1.261 0.920 2.304  C29 1.138
71 H -0.035 2.232 2.490  C29 1.131
72 H 0.652 1.390 3.930  C29 1.137
73 H -1.436 -2.547 2.094  C31 1.128
74 H -2.789 -2.842 0.844  C31 1.134
75 H -3.196 -2.781 2.628  C31 1.131
76 H -0.001 3.117 -2.079  C33 1.143
77 H -2.163 3.208 -4.082  N34 1.019
78 H -0.547 3.727 -4.140  N34 1.019
79 H -2.611 5.103 -2.972  C36 1.138
80 H -2.625 5.575 -1.238  C36 1.136
81 H 0.169 5.287 -1.542  C37 1.124
82 H -0.789 6.869 -1.949  C37 1.123
83 H -0.271 5.715 -3.241  C37 1.139
84 O -5.779 2.488 7.667  P85 1.516
85 P -6.485 1.336 6.979  O84 1.516, O86 1.657, O89 1.648, O92 1.692
86 O -7.051 2.155 5.655  P85 1.657, C87 1.423
87 C -6.194 3.006 4.902  O86 1.423, C88 1.516, H95 1.092, H96 1.093
88 C -5.673 2.289 3.672  C87 1.516, H97 1.093, H98 1.092, H99 1.092
89 O -7.857 1.352 7.892  P85 1.648, C90 1.424
90 C -7.819 1.807 9.241  O89 1.424, C91 1.517, H100 1.092, H101 1.093
91 C -8.297 3.244 9.322  C90 1.517, H102 1.091, H103 1.093, H104 1.093
92 O -7.115 -0.084 6.309  P85 1.692, C93 1.422
93 C -6.362 -0.794 5.333  O92 1.422, C94 1.514, H105 1.092, H106 1.093
94 C -4.917 -1.005 5.733  C93 1.514, H107 1.096, H108 1.091, H109 1.093
95 H -5.359 3.381 5.497  C87 1.092
96 H -6.790 3.869 4.594  C87 1.093
97 H -4.982 1.491 3.956  C88 1.093
98 H -5.136 2.979 3.018  C88 1.092
99 H -6.490 1.835 3.108  C88 1.092
100 H -6.821 1.691 9.668  C90 1.092
101 H -8.488 1.167 9.821  C90 1.093
102 H -7.752 3.890 8.632  C91 1.091
103 H -8.180 3.636 10.335  C91 1.093
104 H -9.352 3.309 9.042  C91 1.093
105 H -6.440 -0.286 4.370  C93 1.092
106 H -6.843 -1.768 5.210  C93 1.093
107 H -4.392 -0.049 5.850  C94 1.096
108 H -4.392 -1.591 4.977  C94 1.091
109 H -4.856 -1.526 6.691  C94 1.093
110 O 9.433 -0.798 2.000  P111 1.515
111 P 10.044 -1.429 0.765  O110 1.515, O112 1.659, O115 1.647, O118 1.692
112 O 8.720 -2.288 0.255  P111 1.659, C113 1.422
113 C 7.438 -1.677 0.173  O112 1.422, C114 1.517, H121 1.092, H122 1.093
114 C 7.134 -1.246 -1.249  C113 1.517, H123 1.093, H124 1.091, H125 1.092
115 O 10.854 -2.645 1.525  P111 1.647, C116 1.424
116 C 11.315 -2.478 2.863  O115 1.424, C117 1.516, H126 1.092, H127 1.092
117 C 10.350 -3.133 3.833  C116 1.516, H128 1.091, H129 1.092, H130 1.093
118 O 10.857 -1.947 -0.626  P111 1.692, C119 1.421
119 C 10.666 -1.253 -1.850  O118 1.421, C120 1.515, H131 1.092, H132 1.093
120 C 10.788 0.250 -1.707  C119 1.515, H133 1.096, H134 1.091, H135 1.092
121 H 7.345 -0.825 0.849  C113 1.092
122 H 6.707 -2.426 0.487  C113 1.093
123 H 7.780 -0.417 -1.550  C114 1.093
124 H 6.101 -0.909 -1.343  C114 1.091
125 H 7.303 -2.069 -1.947  C114 1.092
126 H 11.466 -1.423 3.099  C116 1.092
127 H 12.291 -2.962 2.936  C116 1.092
128 H 9.327 -2.786 3.681  C117 1.091
129 H 10.639 -2.928 4.867  C117 1.092
130 H 10.338 -4.215 3.683  C117 1.093
131 H 9.706 -1.537 -2.287  C119 1.092
132 H 11.437 -1.609 -2.539  C119 1.093
133 H 10.020 0.650 -1.036  C120 1.096
134 H 10.681 0.737 -2.678  C120 1.091
135 H 11.759 0.517 -1.283  C120 1.092

Output
Spin multiplicity: 1
DFT total energy (eV): -108131.7930
Orbital gap (Ha): 0.3117
Structure (SMILES): C#CC[C@](CCCCCCOC(=O)C=C)(C[C@H](O)C(F)(F)F)O[C@@](CCN(CC)C(C)=O)([C@@H](N)OCC)C(F)(F)F.CCOP(=O)(OCC)OCC.CCOP(=O)(OCC)OCC
Charge: 0
LUMO level (Ha): -0.038